[1]
Molecular formula: C34H49BIrN5O6S
Method: DFT, ωB97M-V with the def2-TZVPD basis set

Lowest unoccupied orbital energy (spin up / spin down) = -0.406 / -0.446 Ha
HOMO energy (spin up / spin down) = -16.9 / -16.9 eV
Electronic energy = -70112.679 eV

```
! RIJCOSX wB97M-V def2-TZVPD def2/J DEFGRID3
* xyz 3 2
Ir -0.874 -0.186 1.031
C 0.095 1.207 4.858
C 0.491 2.221 3.814
C 1.483 3.146 4.129
C 1.843 4.138 3.236
C 1.192 4.259 2.020
C 0.189 3.367 1.652
C -0.557 3.576 0.367
C -0.110 2.342 2.552
N -1.161 1.418 2.212
C -2.347 1.485 2.734
C -2.765 2.558 3.665
C -3.331 0.445 2.294
C -4.680 0.369 2.883
N -2.849 -0.350 1.388
C -3.645 -1.273 0.632
C -3.383 -2.638 0.793
C -2.312 -3.152 1.717
C -4.195 -3.521 0.099
C -5.209 -3.052 -0.731
C -5.411 -1.692 -0.899
C -4.629 -0.758 -0.223
C -4.836 0.700 -0.512
H 0.937 0.567 5.130
H -0.736 0.564 4.572
H -0.194 1.719 5.777
H 1.966 3.097 5.097
H 2.612 4.848 3.508
H 1.442 5.075 1.356
H -0.686 4.643 0.187
H -1.551 3.125 0.369
H 0.000 3.162 -0.473
H -1.991 3.309 3.788
H -3.011 2.131 4.642
H -3.680 3.022 3.289
H -4.583 0.320 3.971
H -5.230 -0.494 2.516
H -5.252 1.275 2.656
H -2.558 -2.997 2.769
H -1.325 -2.696 1.533
H -2.175 -4.221 1.569
H -4.039 -4.585 0.212
H -5.841 -3.756 -1.256
H -6.183 -1.338 -1.569
H -4.649 0.882 -1.571
H -4.185 1.374 0.046
H -5.868 0.994 -0.312
C -0.322 2.557 -3.334
C -0.019 1.123 -2.954
C 1.300 0.669 -3.532
O 0.166 1.133 -1.451
B -0.794 0.346 -0.995
O -1.647 -0.297 -1.784
C -1.228 0.107 -3.188
C -0.852 -1.177 -3.890
C -2.465 0.719 -3.809
H 0.531 3.185 -3.081
H -1.205 2.947 -2.831
H -0.482 2.638 -4.410
H 2.072 1.399 -3.294
H 1.227 0.598 -4.618
H 1.623 -0.295 -3.145
H 0.004 -1.678 -3.440
H -0.607 -0.974 -4.933
H -1.703 -1.856 -3.876
H -2.814 1.601 -3.274
H -3.263 -0.024 -3.818
H -2.266 1.002 -4.843
C 6.443 -1.361 -4.207
C 6.324 -1.023 -2.728
S 4.790 -1.635 -2.042
O 4.370 -2.835 -2.714
O 3.823 -0.553 -1.940
C 5.148 -2.083 -0.330
C 3.945 -2.834 0.243
N 2.937 -1.936 0.857
C 1.732 -1.683 0.342
N 1.068 -0.820 1.153
C 1.872 -0.578 2.250
C 3.014 -1.261 2.065
N 4.156 -1.260 2.957
O 5.134 -1.879 2.607
O 4.008 -0.623 3.973
C 1.165 -2.271 -0.893
H 7.378 -0.945 -4.578
H 5.624 -0.927 -4.780
H 6.447 -2.437 -4.362
H 6.312 0.052 -2.549
H 7.134 -1.467 -2.147
H 5.353 -1.154 0.199
H 6.027 -2.722 -0.270
H 4.260 -3.556 0.989
H 3.417 -3.370 -0.544
H 1.604 0.081 3.050
H 1.059 -3.352 -0.784
H 1.814 -2.060 -1.741
H 0.169 -1.862 -1.094
*
```

Atomic partial charges in e from the Mulliken method, atoms 1 to 5: 0.9640 -1.4832 1.4840 -1.0349 -0.9539

[2]
Molecular formula: C26H31AsBCaF2N2O4
Method: DFT, ωB97M-V with the def2-TZVPD basis set

Lowest unoccupied orbital energy = -0.063 Ha
HOMO energy = -9.5 eV
Electronic energy = -124023.776 eV

```
! RIJCOSX wB97M-V def2-TZVPD def2/J DEFGRID3
* xyz 1 1
Ca -0.092 1.032 -0.579
C 0.230 6.478 -1.254
N -0.535 5.348 -0.747
C -1.972 5.565 -0.631
C -0.010 4.166 -0.437
O -0.686 3.223 -0.004
C 1.487 3.979 -0.654
O 1.786 2.625 -0.389
C 3.042 2.211 -0.890
C 2.996 0.697 -1.042
O 2.030 0.060 -0.594
N 4.014 0.119 -1.671
C 5.113 0.876 -2.259
C 3.988 -1.309 -1.954
H 0.029 6.626 -2.316
H 1.297 6.341 -1.112
H -0.066 7.377 -0.714
H -2.336 6.018 -1.552
H -2.184 6.232 0.205
H -2.471 4.616 -0.472
H 2.053 4.634 0.017
H 1.740 4.220 -1.691
H 3.843 2.503 -0.203
H 3.222 2.658 -1.869
H 5.379 1.734 -1.648
H 4.861 1.212 -3.267
H 5.985 0.228 -2.313
H 3.039 -1.721 -1.627
H 4.804 -1.810 -1.434
H 4.100 -1.465 -3.028
F 1.514 1.992 -3.362
B 0.148 1.801 -3.149
F -0.518 2.331 -4.188
O -0.894 -0.030 1.295
As -1.336 -1.635 1.344
C -0.197 -2.594 2.534
C -0.273 -3.976 2.665
C 0.566 -4.618 3.562
C 1.471 -3.880 4.315
C 1.545 -2.502 4.177
C 0.709 -1.849 3.281
C -1.163 -2.389 -0.404
C 0.046 -2.963 -0.793
C 0.209 -3.380 -2.106
C -0.821 -3.214 -3.021
C -2.023 -2.637 -2.633
C -2.200 -2.223 -1.322
C -3.157 -1.794 1.886
C -3.759 -0.666 2.433
C -5.077 -0.741 2.861
C -5.778 -1.932 2.739
C -5.172 -3.054 2.189
C -3.856 -2.989 1.758
H -0.977 -4.550 2.074
H 0.516 -5.692 3.675
H 2.122 -4.387 5.015
H 2.251 -1.934 4.768
H 0.748 -0.774 3.155
H 0.846 -3.084 -0.073
H 1.139 -3.837 -2.417
H -0.688 -3.536 -4.045
H -2.820 -2.511 -3.354
H -3.138 -1.781 -1.009
H -3.195 0.255 2.513
H -5.556 0.130 3.287
H -6.806 -1.989 3.073
H -5.725 -3.979 2.092
H -3.388 -3.861 1.315
*
```

Atomic partial charges in e from the Mulliken method, atoms 1 to 5: 1.3847 -0.9909 0.1206 -1.0188 0.8583

[3]
Molecular formula: C9H14ClI2NOPSSn
Method: DFT, ωB97M-V with the def2-TZVPD basis set

Lowest unoccupied orbital energy (spin up / spin down) = -0.502 / -0.502 Ha
HOMO energy (spin up / spin down) = -18.1 / -18.1 eV
Electronic energy = -67744.959 eV

```
! RIJCOSX wB97M-V def2-TZVPD def2/J DEFGRID3
* xyz 3 1
I -1.358 0.374 4.256
I -3.396 2.039 3.186
Sn 0.439 0.183 1.768
P -1.549 -2.059 0.023
C -3.102 -2.844 0.598
C -1.949 -1.781 -1.722
H 0.307 -3.559 -0.786
H -1.365 -4.327 -0.682
H -0.321 -4.108 0.832
C -0.597 -3.693 -0.162
H -1.068 -1.451 -2.261
H -2.303 -2.749 -2.067
H -3.280 -3.723 -0.029
H -3.910 -2.121 0.541
H -2.736 -1.020 -1.799
H -2.968 -3.099 1.655
C -2.051 -0.325 0.252
O -2.623 0.551 0.762
Cl 1.304 -0.983 -0.408
S -0.169 1.965 -0.256
C 1.462 2.500 -0.123
N 2.041 2.551 -1.373
C 3.333 2.906 -1.596
C 4.101 3.284 -0.514
C 3.539 3.250 0.761
C 2.209 2.890 0.994
H 1.442 2.374 -2.175
H 3.646 2.913 -2.620
H 5.146 3.567 -0.651
H 4.131 3.520 1.653
H 1.645 2.973 1.944
*
```

Atomic partial charges in e from the Mulliken method, atoms 1 to 5: 0.0540 0.1960 0.7073 0.6934 -1.2721

[4]
Molecular formula: C15H30F16N13O33S16
Method: DFT, ωB97M-V with the def2-TZVPD basis set

Lowest unoccupied orbital energy = 0.185 Ha
HOMO energy = 0.7 eV
Electronic energy = -319802.732 eV

```
! RIJCOSX wB97M-V def2-TZVPD def2/J DEFGRID3
* xyz -5 1
C 2.544 2.756 -1.558
C 3.979 2.605 -0.943
N 4.518 3.801 -0.380
C 5.808 4.307 -0.529
C 6.028 5.465 0.276
N 4.797 5.552 0.980
C 3.955 4.523 0.621
C 4.505 6.559 2.029
H 2.602 3.596 -2.251
H 1.816 3.003 -0.785
H 2.267 1.823 -2.050
H 4.635 2.299 -1.758
H 4.002 1.804 -0.204
H 6.513 3.824 -1.190
H 6.895 6.082 0.462
H 2.949 4.319 0.958
H 3.432 6.710 1.909
H 5.123 7.446 1.894
H 4.671 6.159 3.030
C -2.108 2.888 -0.610
C -1.975 1.686 0.298
N -1.294 0.525 -0.337
C -1.091 0.258 -1.731
C -0.492 -0.946 -1.865
N -0.313 -1.471 -0.581
C -0.707 -0.513 0.319
C 0.126 -2.882 -0.324
H -1.156 3.261 -0.988
H -2.493 3.723 -0.025
H -2.781 2.760 -1.458
H -2.924 1.349 0.717
H -1.448 1.897 1.228
H -1.368 0.984 -2.481
H -0.250 -1.526 -2.744
H -0.707 -0.609 1.395
H -0.604 -3.416 0.284
H 1.059 -2.777 0.230
H 0.292 -3.363 -1.288
C 1.114 -8.833 -0.106
C 1.451 -7.380 0.226
O 0.612 -6.530 0.518
N 2.955 -7.036 0.265
H 3.310 -7.253 1.185
H 3.435 -7.711 -0.313
C 3.363 -5.639 -0.244
H 2.003 -9.175 -0.635
H 0.439 -8.841 -0.961
H 0.850 -9.456 0.749
H 2.984 -4.837 0.389
H 3.049 -5.612 -1.288
H 4.448 -5.661 -0.148
N 5.042 -0.483 -0.378
S 6.262 -1.305 -1.203
O 6.756 -0.629 -2.400
O 6.139 -2.779 -1.197
F 7.389 -1.117 -0.001
S 3.974 -1.101 -1.152
O 3.475 -2.377 -0.674
O 3.860 -0.739 -2.592
F 2.857 -0.236 -0.457
N 0.852 -5.370 -6.077
S 1.017 -4.995 -4.365
O 0.202 -5.949 -3.618
O 1.188 -3.632 -3.892
F 2.491 -5.623 -4.181
S -0.372 -4.524 -6.202
O -0.074 -3.105 -6.217
O -1.612 -4.999 -5.599
F -0.737 -4.810 -7.697
N -5.499 3.303 4.497
S -5.370 2.575 2.951
O -6.515 2.670 2.063
O -4.447 1.433 2.765
F -4.619 3.816 2.255
S -6.652 2.411 4.922
O -6.399 1.000 5.107
O -8.046 2.747 4.541
F -6.543 2.781 6.504
N -0.562 6.806 2.902
S -0.558 5.605 2.005
O -1.210 4.405 2.550
O 0.612 5.457 1.120
F -1.670 6.069 0.985
S 0.609 6.403 4.061
O 1.710 7.335 4.187
O 0.864 5.037 4.401
F -0.420 6.873 5.248
N -5.871 3.235 -4.520
S -6.779 2.473 -5.361
O -8.097 2.300 -4.680
O -6.233 1.453 -6.223
F -7.042 3.680 -6.435
S -5.358 2.007 -3.476
O -5.762 0.610 -3.612
O -5.269 2.460 -2.097
F -3.776 2.087 -4.003
N -3.222 -3.674 -1.343
S -3.096 -3.911 -2.807
O -2.055 -3.247 -3.551
O -4.300 -4.230 -3.561
F -2.552 -5.332 -2.618
S -4.284 -2.344 -1.470
O -5.651 -2.573 -1.059
O -4.095 -1.352 -2.552
F -3.689 -1.589 -0.204
N 3.099 1.459 3.194
S 1.672 1.650 2.943
O 1.217 2.431 1.816
O 0.706 1.485 4.023
F 1.512 0.140 2.344
S 3.153 2.915 4.086
O 2.588 2.896 5.448
O 3.157 4.150 3.290
F 4.732 2.842 4.467
N -2.589 -3.498 3.027
S -1.173 -3.427 3.919
O -1.207 -2.918 5.266
O -0.088 -3.023 2.968
F -0.891 -4.992 4.095
S -3.084 -2.187 3.413
O -2.350 -0.962 3.104
O -3.914 -2.261 4.588
F -4.225 -2.203 2.235
*
```

Atomic partial charges in e from the Mulliken method, atoms 1 to 5: -1.0140 -0.1087 0.4635 -0.1998 -0.6623

What is the electronic energy in the second record? -124023.776 eV

The highest electronic energy belongs to which entry? C9H14ClI2NOPSSn

Which of these has the highest electronic energy? C9H14ClI2NOPSSn